#w
C6H9N | wB97M-V/def2-TZVPD

The value obtained for the lowest unoccupied orbital energy is 1.2 eV. Its SMILES is CN1[C@@H]2C=CC[C@@H]21. The calculation puts the HOMO-LUMO gap at 9.95 eV.

The geometry in ORCA input format:
```
! RIJCOSX wB97M-V def2-TZVPD def2/J DEFGRID3
* xyz 0 1
H 2.99288 -0.32245 -0.07429
H -1.78952 -1.62183 -1.41195
C -1.38595 -0.77614 -0.86354
H 2.23094 -0.23520 1.52500
C 2.13672 -0.66912 0.52401
H 0.13496 0.74617 1.69633
N 0.88911 -0.26908 -0.11561
H -0.20939 2.12434 -0.75257
H -2.20823 0.86379 -1.98544
H 2.21868 -1.75821 0.59314
C -0.07716 0.50131 0.65339
H -1.59388 2.07222 0.35722
C -0.38790 -0.89644 0.24854
C -1.61873 0.50616 -1.14601
C -0.88903 1.45291 -0.21376
H -0.44349 -1.71843 0.96555
*
```

Atomic partial charges in e from the Mulliken method, atoms 1 to 6: H 0.2506; H 0.4067; C -0.6591; H 0.3018; C -0.8116; H 0.4593

---

#x
C6H9N | wB97M-V/def2-TZVPD

The value obtained for the lowest unoccupied orbital energy is 1.0 eV. Its SMILES is Cc1ccc(C)[nH]1. The calculation puts the HOMO-LUMO gap at 8.50 eV.

The geometry in ORCA input format:
```
! RIJCOSX wB97M-V def2-TZVPD def2/J DEFGRID3
* xyz 0 1
C 1.06068 0.07448 0.43615
H 1.45189 2.21968 0.13068
C -0.66222 1.53817 0.40379
H -3.08767 0.23214 -0.63535
H -1.63195 -0.39714 -1.40847
C 2.17637 -0.79081 -0.05833
C -2.18661 -0.34979 -0.45715
H -2.43565 -1.38511 -0.19908
C 0.75618 1.41962 0.34856
H -1.24079 2.44463 0.26768
H 3.13899 -0.69172 0.43879
N -0.11543 -0.57723 0.63841
C -1.18818 0.26353 0.48377
H 2.30527 -0.58520 -1.12722
H -0.19868 -1.57683 0.73382
H 1.85779 -1.83842 0.00395
*
```

Atomic partial charges in e from the Mulliken method, atoms 1 to 6: C 0.2465; H 0.4136; C -0.4456; H 0.3334; H 0.3180; C -1.0859

---

#y
C6H9N | wB97M-V/def2-TZVPD

The value obtained for the lowest unoccupied orbital energy is 0.9 eV. Its SMILES is Cc1cc[nH]c1C. The calculation puts the HOMO-LUMO gap at 8.67 eV.

The geometry in ORCA input format:
```
! RIJCOSX wB97M-V def2-TZVPD def2/J DEFGRID3
* xyz 0 1
H -0.59996 1.26325 2.30683
C -1.73137 -0.07311 -0.35607
C 1.91527 -0.47142 0.08502
C -0.54506 1.61823 1.27185
H 2.17496 -1.33880 0.69486
N 0.08537 -1.21226 -1.06635
C -0.58748 0.48040 0.28904
C -1.29920 -1.09069 -1.19483
H -1.87487 -1.64508 -1.91751
H 2.26774 -0.94006 -0.99993
H -1.37840 2.31635 1.12426
C 0.47125 -0.29082 -0.14313
H -2.75161 0.30206 -0.24121
H 1.06191 -1.54100 -1.49946
H 2.40711 0.43115 0.47869
H 0.38434 2.19178 1.16794
*
```

Atomic partial charges in e from the Mulliken method, atoms 1 to 6: H 0.2467; C -0.4448; C -1.0458; C -1.2275; H 0.2486; N -0.1084

---

Going by the energies, #x is most stable and the next is 0.543 eV up.

---

#w
C7H8 | wB97M-V/def2-TZVPD

The value obtained for the lowest unoccupied orbital energy is 0.0 eV. The calculation puts the HOMO-LUMO gap at 9.89 eV.

The geometry in ORCA input format:
```
! RIJCOSX wB97M-V def2-TZVPD def2/J DEFGRID3
* xyz 0 1
H -2.21745 -0.64169 0.80531
C -0.36159 0.81506 0.89769
H 2.16404 1.60331 -0.07313
C 1.83229 0.68485 -0.55375
C -0.84347 0.00084 -1.02009
H 0.06577 -2.13013 -0.15919
H -0.89334 -0.80566 -1.76059
C 0.46132 0.10719 -0.18773
H 0.06957 0.76879 1.90298
C 0.05651 -1.23721 0.47591
H 0.48735 -1.44186 1.46157
H -1.24156 0.93950 -1.41902
C -1.22773 -0.37372 0.43207
H -0.69486 1.82369 0.63285
C 2.34314 -0.11296 -1.43488
*
```

Atomic partial charges in e from the Mulliken method, atoms 1 to 6: H 0.4730; C -0.6010; H 0.3813; C -0.3095; C -0.3415; H 0.2516

---

#x
C7H8 | wB97M-V/def2-TZVPD

The value obtained for the lowest unoccupied orbital energy is 0.9 eV. Its SMILES is C#CC[C@H](C)C#C. The calculation puts the HOMO-LUMO gap at 10.41 eV.

The geometry in ORCA input format:
```
! RIJCOSX wB97M-V def2-TZVPD def2/J DEFGRID3
* xyz 0 1
C -0.99335 0.27470 -1.12357
H 0.14227 -1.28902 1.78118
C 0.11642 -0.21612 -0.17588
C -0.40007 -0.48031 1.27708
H -1.79435 0.78805 -0.57544
H -1.44082 -0.55780 -1.67758
H -1.47888 -0.66299 1.37183
H 0.29562 2.98674 1.12998
H 2.78689 -2.29896 -1.66898
H -0.58186 0.97463 -1.85638
C -0.11357 0.89162 1.70750
C -0.00104 2.09268 1.63455
H 0.83318 0.59531 0.08586
C 1.97261 -1.76003 -1.24540
C 1.04178 -1.16946 -0.76163
*
```

Atomic partial charges in e from the Mulliken method, atoms 1 to 6: C -1.2806; H 0.3316; C 1.0034; C -0.6283; H 0.3672; H 0.3714

---

Going by the energies, #x is most stable and the next is 1.166 eV up.

---

#w
C7H8 | wB97M-V/def2-TZVPD

The value obtained for the lowest unoccupied orbital energy (alpha / beta) is -0.7 / 0.1 eV. The calculation puts the HOMO-LUMO gap (alpha / beta) at 6.74 / 8.16 eV.

The geometry in ORCA input format:
```
! RIJCOSX wB97M-V def2-TZVPD def2/J DEFGRID3
* xyz 0 1
H 2.37159 -1.05145 -1.08692
H -1.30901 1.04878 -1.22553
C 0.43931 -0.66681 0.03560
H -2.41280 0.55223 1.49676
C 1.78217 -1.34269 -0.12516
H 2.51552 -1.06447 0.59184
C -1.01827 1.25563 -0.19131
H 0.94304 1.18811 0.91300
C -1.87939 0.26142 0.58227
H 1.07268 1.19531 -0.83999
H -1.21373 2.28676 0.04206
C -1.05351 -1.16740 0.26568
C 0.41369 0.82649 -0.02419
C -2.22206 -0.85013 -0.30090
H 1.57077 -2.47177 -0.13322
*
```

Atomic partial charges in e from the Mulliken method, atoms 1 to 6: H 0.2714; H 0.2727; C 0.5292; H 0.3946; C -1.1442; H 0.3214

---

#x
C7H8 | wB97M-V/def2-TZVPD

The value obtained for the lowest unoccupied orbital energy is 1.0 eV. Its SMILES is C[C@@]12[C@@H]3[C@H]4[C@@H]3[C@@H]1[C@H]42. The calculation puts the HOMO-LUMO gap at 8.59 eV.

The geometry in ORCA input format:
```
! RIJCOSX wB97M-V def2-TZVPD def2/J DEFGRID3
* xyz 0 1
C -0.06561 0.48011 -0.09795
C 0.16298 -0.19554 1.22071
H 1.04740 -0.78413 -1.83187
H 1.77071 -1.14830 -0.01786
H -2.14929 -0.29446 0.64053
H -0.58845 2.44811 0.46232
C -0.06854 1.94335 -0.35678
C -0.36380 -1.65360 -0.25976
C -1.10124 -0.48063 0.45174
C 0.87165 -1.44085 0.61666
H 0.95664 2.33597 -0.38955
H 0.26350 0.29224 2.18587
C 0.52494 -0.68097 -0.88603
H -0.70077 -2.59749 -0.66810
H -0.56549 2.19568 -1.29688
*
```

Atomic partial charges in e from the Mulliken method, atoms 1 to 6: C 0.3028; C -0.1224; H 0.5651; H 0.2107; H 0.4370; H 0.3342

---

Going by the energies, #x is most stable and the next is 0.871 eV up.